w:
# C7H9NO

A 2-piece molecular cluster, C7H9NO overall (wB97M-V/def2-TZVPD, the OMol25 dataset).

The value obtained for the molar mass is 123.2 g/mol. The HOMO energy is -8.5 eV. The calculation puts the HOMO-LUMO gap at 9.21 eV.

Each line ends with the natural charge from an NBO analysis.
CARTESIAN COORDINATES (ANGSTROEM)
C 0.14903 0.53052 -0.53897  0.02
C 0.96122 -0.24182 -1.68476  -0.24
C 2.24395 -0.74412 -1.04956  -0.46
C -1.23720 0.01784 -0.73679  -0.33
C -1.62387 -0.86155 0.24616  0.16
C -0.27882 -0.22155 1.93625  0.12
C 0.55079 0.42625 1.03212  -0.32
H -0.20531 2.39475 0.17779  0.37
H 1.30665 2.36755 -0.93509  0.36
H 0.66483 -0.24892 -2.88434  0.26
H 2.60115 -1.51929 -1.85999  0.24
H 2.53400 -0.28730 0.31072  0.26
H -1.72400 0.27159 -1.68162  0.25
H -2.41651 -1.85136 0.16857  0.19
H -0.25902 -0.02659 3.10047  0.21
H 1.39951 0.68846 1.50487  0.21
N 0.17774 2.00147 -0.75181  -0.84
O -1.21701 -1.15408 1.51683  -0.48



x:
# C7H9NO

One molecule with the formula C7H9NO (wB97M-V/def2-TZVPD, the OMol25 dataset).

The value obtained for the molar mass is 123.2 g/mol. The HOMO energy is -7.8 eV. The calculation puts the HOMO-LUMO gap at 8.58 eV.

Each line ends with the natural charge from an NBO analysis.
CARTESIAN COORDINATES (ANGSTROEM)
C -2.54146 -1.08565 -0.61797  -0.62
C -1.22929 -0.29938 -0.48514  -0.12
C -1.02256 0.98791 -0.05548  -0.06
C 1.48874 1.71856 0.77001  -0.18
C 2.27247 0.43871 0.41643  -0.42
C 0.91886 -0.14280 0.07206  0.03
C 0.01657 -1.05738 -0.38983  0.22
H -2.54791 -1.90730 0.09704  0.22
H -2.70519 -1.38825 -1.67522  0.22
H -3.35717 -0.42594 -0.28699  0.21
H -1.62559 1.88928 0.11376  0.21
H 1.77860 2.74398 0.36351  0.20
H 1.40508 1.90438 1.84897  0.19
H 2.76060 -0.00267 1.28071  0.21
H 2.99819 0.67220 -0.43454  0.22
H 0.97860 -2.74837 -0.52509  0.48
N 0.30023 1.08847 0.28526  -0.33
O 0.11122 -2.38575 -0.77750  -0.68



Verdict on stability: x comes out on top.



w:
# C5H6ClNO

One molecule with the formula C5H6ClNO (wB97M-V/def2-TZVPD, the OMol25 dataset).

The value obtained for the molar mass is 131.6 g/mol. The HOMO energy is -9.5 eV. The calculation puts the HOMO-LUMO gap at 10.23 eV.

Each line ends with the natural charge from an NBO analysis.
CARTESIAN COORDINATES (ANGSTROEM)
C 1.09455 1.01793 -0.50380  -0.39
C 0.51224 -0.31453 -0.94310  -0.02
C -1.67693 0.00179 0.13461  0.15
C -1.31660 -0.06394 1.42362  -0.54
C 0.91962 -1.48994 -0.18613  0.24
H 0.60153 1.87372 -0.99403  0.24
H 0.98050 1.09421 0.56653  0.23
H 0.74318 -0.45900 -2.00256  0.25
H -2.72143 0.17698 -0.06784  0.20
H -0.28789 -0.25787 1.73157  0.20
H -2.08349 0.04584 2.15588  0.22
N 1.33429 -2.35687 0.43206  -0.26
O -0.94686 -0.19910 -0.96880  -0.49
Cl 2.84729 0.93080 -0.77802  -0.04



x:
# C5H6ClNO

One molecule with the formula C5H6ClNO (wB97M-V/def2-TZVPD, the OMol25 dataset).

The value obtained for the molar mass is 131.6 g/mol. The HOMO energy (spin up / spin down) is -8.9 / -8.9 eV. The calculation puts the HOMO-LUMO gap (spin up / spin down) at 9.32 / 9.32 eV.

Each line ends with the natural charge from an NBO analysis.
CARTESIAN COORDINATES (ANGSTROEM)
C -1.17690 0.42833 -0.86165  -0.11
C -0.36078 -0.39798 -1.55720  -0.31
C -0.83799 0.99046 0.53584  -0.47
C 0.80865 -0.93194 -1.03470  0.15
C 0.20044 0.17047 1.40623  -0.41
N 1.87461 -1.28662 -0.78119  0.23
O 2.95335 -1.62028 -0.44432  -0.41
Cl -0.30771 -1.47170 1.65768  -0.04
H -2.14904 0.75647 -1.15529  0.22
H -0.62899 -0.68820 -2.57696  0.24
H -0.18663 1.87253 0.46203  0.23
H -1.77411 1.38075 1.06631  0.23
H 1.19197 0.11022 0.91409  0.22
H 0.39314 0.68750 2.36915  0.23



Verdict on stability: w comes out on top.



w:
# C3H3NO2S2

One molecule with the formula C3H3NO2S2 (wB97M-V/def2-TZVPD, the OMol25 dataset).

The value obtained for the molar mass is 149.2 g/mol. The HOMO energy is -9.0 eV. The calculation puts the HOMO-LUMO gap at 8.87 eV.

Each line ends with the natural charge from an NBO analysis.
CARTESIAN COORDINATES (ANGSTROEM)
C 0.77150 0.87282 -1.02110  0.41
C -0.68086 0.32198 -0.95930  -0.58
C 0.07124 -1.29584 0.84078  0.55
H 0.65071 1.81184 -1.64282  0.12
H -1.28398 0.68788 -1.70453  0.24
H -0.00814 -0.04397 2.40432  0.46
N -0.28080 -0.13186 1.25856  -0.81
O 1.71074 0.50673 -0.31225  -0.48
O 0.79497 -2.00718 1.51706  -0.59
S -1.42411 0.83928 0.55198  0.53
S -0.32127 -1.56170 -0.93270  0.17



x:
# C3H3NO2S2

One molecule with the formula C3H3NO2S2 (wB97M-V/def2-TZVPD, the OMol25 dataset).

The value obtained for the molar mass is 149.2 g/mol. The HOMO energy is -9.5 eV. The calculation puts the HOMO-LUMO gap at 8.82 eV.

Each line ends with the natural charge from an NBO analysis.
CARTESIAN COORDINATES (ANGSTROEM)
C 1.99647 -0.16751 0.36349  -0.56
C -0.87186 1.14305 -0.75508  0.54
C -1.21859 -0.95836 0.40176  0.55
H 2.94977 -0.12841 0.88618  0.23
H -1.59193 0.64664 -1.44220  0.18
H -0.78234 -1.57800 1.16026  0.13
N -0.58651 0.30560 0.36191  -0.67
O -0.29717 2.18313 -0.93176  -0.52
O -2.16755 -1.27850 -0.28610  -0.54
S 1.80477 -0.67405 -1.11952  0.09
S 0.76494 0.50641 1.36107  0.57



Verdict on stability: x comes out on top.



w:
# C3H3NO2S2

One molecule with the formula C3H3NO2S2 (wB97M-V/def2-TZVPD, the OMol25 dataset).

The value obtained for the molar mass is 149.2 g/mol. The HOMO energy is -9.8 eV. The calculation puts the HOMO-LUMO gap at 9.94 eV.

Each line ends with the natural charge from an NBO analysis.
CARTESIAN COORDINATES (ANGSTROEM)
C 1.12631 -0.19406 0.23622  -0.27
C 3.54390 0.27365 0.23057  0.90
C 0.54306 1.00420 -0.51425  0.45
N 2.44992 -0.06548 0.52367  -0.56
O 4.66565 0.45903 0.09352  -0.49
O 1.23871 1.83763 -1.01521  -0.51
S -1.25690 1.22172 -0.17824  -0.04
S 0.78874 -1.57189 -0.87728  -0.01
H 0.56161 -0.55484 1.15920  0.25
H -1.23176 2.46145 -0.59640  0.15
H 1.82536 -2.25531 -0.42524  0.14



x:
# C3H3NO2S2

One molecule with the formula C3H3NO2S2 (wB97M-V/def2-TZVPD, the OMol25 dataset).

The value obtained for the molar mass is 149.2 g/mol. The HOMO energy is -9.3 eV. The calculation puts the HOMO-LUMO gap at 8.44 eV.

Each line ends with the natural charge from an NBO analysis.
CARTESIAN COORDINATES (ANGSTROEM)
C 2.05695 -0.16152 0.47600  -0.51
C -0.74227 1.02235 -0.97894  0.52
C -1.40911 -0.91274 0.52530  0.57
H 3.05466 0.17715 0.81581  0.24
H -1.83673 0.92026 -1.50033  0.19
H -0.98902 -1.25695 1.46887  0.14
N -0.67418 0.34663 0.30028  -0.68
O 0.24311 1.75078 -1.32997  -0.55
O -2.26538 -1.33063 -0.20478  -0.51
S 1.84960 -1.19516 -0.81332  0.03
S 0.71237 0.63983 1.24110  0.55



Verdict on stability: w comes out on top.



w:
# C4H11NO

A 2-piece molecular cluster, C4H11NO overall (wB97M-V/def2-TZVPD, the OMol25 dataset).

The value obtained for the molar mass is 89.1 g/mol. The total charge is +1. As for the multiplicity: 2. The HOMO energy (spin up / spin down) is -13.8 / -13.8 eV. The calculation puts the HOMO-LUMO gap (spin up / spin down) at 9.36 / 6.79 eV.

Each line ends with the Mulliken spin population.
CARTESIAN COORDINATES (ANGSTROEM)
C -0.65118 -0.73455 2.99874  0.07
C -1.73720 -0.52745 1.88302  0.02
C -1.26721 -0.58616 0.48790  0.43
C -0.62370 0.51762 -0.02014  0.17
N 0.43472 0.62621 -0.82168  0.26
H 0.33824 -0.91612 2.55976  -0.01
H -0.85876 -1.62870 3.57927  0.00
H -0.63288 0.18126 3.56597  -0.01
H -2.66027 -1.06757 2.07667  0.03
H -1.99999 0.52532 2.05449  0.01
H -1.39836 -1.49296 -0.07665  0.03
H -1.03471 1.50248 0.22394  0.02
H 0.95637 1.48987 -0.70705  -0.01
H 1.02375 -0.16893 -0.99450  -0.01
H 3.97643 0.46963 -5.94305  0.00
H 3.09056 1.19682 -5.06161  0.00
O 3.04419 0.61322 -5.80507  0.00



x:
# C4H11NO

A 2-piece molecular cluster, C4H11NO overall (wB97M-V/def2-TZVPD, the OMol25 dataset).

The value obtained for the molar mass is 89.1 g/mol. The total charge is +1. As for the multiplicity: 2. The HOMO energy (spin up / spin down) is -13.4 / -13.4 eV. The calculation puts the HOMO-LUMO gap (spin up / spin down) at 9.79 / 4.54 eV.

Each line ends with the Mulliken spin population.
CARTESIAN COORDINATES (ANGSTROEM)
C 0.69045 -0.65855 -1.41015  0.05
C -0.19635 0.40021 -2.09731  0.00
C -1.68551 0.25114 -1.80556  0.00
C -2.36172 -0.88536 -1.90277  0.01
N 1.89956 -0.00796 -0.93463  0.85
H 1.03918 -1.47639 -2.03883  0.06
H 0.18238 -1.08500 -0.53211  0.06
H 0.02681 0.45703 -3.16180  0.00
H 0.01928 1.34101 -1.58211  0.00
H -2.19393 1.13453 -1.45316  0.00
H -2.02040 -1.81182 -2.34974  0.00
H -3.40471 -0.85149 -1.66026  0.00
H 2.71782 -0.60319 -0.75649  -0.01
H 2.14656 0.83878 -1.45838  -0.01
H 0.51932 1.58617 6.60279  0.00
H 1.76355 0.75951 6.40750  0.00
O 0.80308 0.68121 6.43842  0.00



y:
# C4H11NO

A 2-piece molecular cluster, C4H11NO overall (wB97M-V/def2-TZVPD, the OMol25 dataset).

The value obtained for the molar mass is 89.1 g/mol. The total charge is +1. As for the multiplicity: 2. The HOMO energy (spin up / spin down) is -14.9 / -14.9 eV. The calculation puts the HOMO-LUMO gap (spin up / spin down) at 10.59 / 5.56 eV.

Each line ends with the Mulliken spin population.
CARTESIAN COORDINATES (ANGSTROEM)
C 1.52863 -2.25002 -1.12462  0.00
C 1.75299 -0.94718 -0.40659  0.00
H 0.56872 -2.33503 -1.64281  0.00
H 2.22021 -2.42146 -1.95667  0.00
H 1.60617 -3.13234 -0.48793  0.00
H 0.87498 -0.67343 0.17861  0.00
H 2.62025 -0.97058 0.25742  0.00
H 1.96911 -0.05212 -0.99426  0.00
C -2.23009 1.28377 1.40710  0.08
C -1.47929 1.16277 0.09417  -0.01
O -1.98488 0.60189 -0.89504  0.89
N -0.30969 1.72901 0.10644  0.03
H -2.59027 2.31547 1.44266  0.00
H -1.72420 0.97949 2.31826  0.01
H 0.28964 1.85081 -0.70543  0.00
H 0.04195 2.15927 0.95424  0.00
H -3.15422 0.69969 1.45445  0.00



Verdict on stability: w comes out on top.



w:
# C13H12O

One molecule with the formula C13H12O (wB97M-V/def2-TZVPD, the OMol25 dataset).

The value obtained for the molar mass is 184.2 g/mol. The HOMO energy (spin up / spin down) is -7.4 / -7.6 eV. The calculation puts the HOMO-LUMO gap (spin up / spin down) at 7.62 / 6.34 eV.

Each line ends with the Löwdin charge.
CARTESIAN COORDINATES (ANGSTROEM)
C 3.10223 -0.16317 -1.82205  -0.11
C 3.15158 -1.50817 -2.00288  -0.09
C 1.92392 0.43781 -1.48881  -0.07
C 2.01187 -2.36663 -2.00736  -0.02
C 0.81126 -0.35708 -1.33362  -0.06
C 0.82009 -1.75480 -1.68640  -0.01
C -1.56694 -1.45990 -0.45558  -0.36
C -1.78300 -0.20205 1.86703  -0.14
C -0.45131 0.50549 2.01691  -0.19
C -1.56860 1.09223 -0.09293  -0.22
C -2.14825 -0.21767 0.31803  -0.22
C -0.36997 1.27531 0.74483  -0.05
C -0.32417 -1.15258 -1.02526  0.03
O -2.14516 -2.50268 -0.66657  0.10
H 4.02979 0.51495 -1.68189  0.15
H 4.12948 -1.83878 -2.47322  0.13
H 2.04618 1.47713 -1.19834  0.10
H 2.13288 -3.44073 -2.30148  0.12
H -1.87507 -1.22913 2.23800  0.11
H -2.53512 0.39086 2.46379  0.13
H -0.44369 1.12101 2.98504  0.13
H 0.37143 -0.14103 2.07131  0.09
H -1.38852 1.23321 -1.17956  0.13
H -2.46953 1.75135 -0.03201  0.13
H -3.26562 -0.18942 0.31973  0.15
H 0.53800 1.62165 0.27098  0.07



x:
# C13H12O

One molecule with the formula C13H12O (wB97M-V/def2-TZVPD, the OMol25 dataset).

The value obtained for the molar mass is 184.2 g/mol. The HOMO energy is -7.5 eV. The calculation puts the HOMO-LUMO gap at 7.88 eV.

Each line ends with the natural charge from an NBO analysis.
CARTESIAN COORDINATES (ANGSTROEM)
C 0.02993 -3.29925 -2.29467  -0.25
C 1.30268 -2.98569 -2.59664  -0.18
C -0.71944 -2.56034 -1.39569  -0.16
C 2.06351 -1.93385 -1.93998  -0.28
C -0.07227 -1.49772 -0.78931  -0.12
C 1.33870 -1.24189 -1.03183  0.31
C -1.55883 0.11980 0.82431  -0.18
C -0.52177 -0.46328 0.14978  -0.02
C 0.64261 0.32379 0.39794  0.24
C 0.38124 1.41872 1.22332  0.00
C -1.12837 1.27270 1.59687  -0.30
C 1.13646 2.49018 1.94001  -0.64
C -1.74850 2.54810 1.03070  -0.59
O 1.76415 -0.22306 -0.22340  -0.45
H -0.48415 -4.26110 -2.64097  0.22
H 1.92232 -3.55353 -3.27115  0.22
H -1.74900 -2.71198 -1.23698  0.22
H 3.14942 -1.72537 -1.98082  0.24
H -2.64139 -0.12329 0.71145  0.21
H -1.15054 1.22491 2.65444  0.24
H 0.40157 3.06584 2.43303  0.21
H 1.51715 3.14881 1.24888  0.22
H 1.90799 2.17927 2.60743  0.22
H -1.67432 2.67303 -0.10166  0.22
H -1.32134 3.53121 1.54577  0.20
H -2.78780 2.58397 1.13917  0.21



y:
# C13H12O

A 2-piece molecular cluster, C13H12O overall (wB97M-V/def2-TZVPD, the OMol25 dataset).

The value obtained for the molar mass is 184.2 g/mol. The HOMO energy (spin up / spin down) is -7.2 / -7.2 eV. The calculation puts the HOMO-LUMO gap (spin up / spin down) at 6.94 / 6.94 eV.

Each line ends with the natural charge from an NBO analysis.
CARTESIAN COORDINATES (ANGSTROEM)
C -2.79100 -0.92126 2.81397  -0.26
C -0.03958 -2.69208 -0.60485  -0.29
C -2.16613 -0.96328 1.77062  -0.01
C -0.70794 -1.90398 0.04310  0.11
C 2.49793 0.56619 -2.04154  -0.21
C 2.57774 -0.41716 -1.06325  -0.22
C 1.52479 1.66274 -1.80353  -0.21
C 1.80006 -0.51340 0.06874  -0.16
C 0.69690 1.59261 -0.71497  -0.26
C 0.87726 0.59601 0.29118  -0.13
C -2.17826 0.12682 -0.41635  -0.61
C 0.13671 0.61028 1.48879  0.27
C -1.46460 -0.80531 0.58742  -0.28
O -0.55554 1.68715 1.87211  -0.64
H -3.10864 -0.92450 3.81993  0.23
H 0.41839 -3.62602 -0.72778  0.23
H 3.21469 0.51994 -2.92680  0.23
H 3.44311 -1.13392 -1.14191  0.21
H 1.18894 2.20368 -2.74988  0.22
H 1.97280 -1.25896 0.80542  0.23
H -0.12473 2.31061 -0.63782  0.20
H -2.43130 -0.40959 -1.38262  0.23
H -1.51567 0.88317 -0.79572  0.21
H -3.05172 0.60556 0.02034  0.23
H 0.43745 -0.08141 2.25693  0.21
H -0.65169 2.28609 1.16847  0.48



Verdict on stability: x comes out on top.